{"formula": "C15H12AsBrCuF30O3", "method": "wB97M-V/def2-TZVPD", "species": ["Br", "As", "Cu", "F", "F", "F", "F", "F", "F", "F", "F", "F", "F", "F", "F", "F", "F", "F", "F", "F", "F", "F", "F", "F", "F", "F", "F", "F", "F", "F", "F", "F", "F", "O", "O", "O", "C", "C", "C", "C", "C", "C", "C", "C", "C", "C", "C", "C", "C", "C", "C", "H", "H", "H", "H", "H", "H", "H", "H", "H", "H", "H", "H"], "coordinates": [[32.00, 4.22, -21.30], [29.77, 4.92, -13.97], [27.75, 2.71, -19.43], [21.99, 5.89, -21.43], [22.37, 4.22, -20.07], [30.94, 5.70, -15.07], [24.02, 0.27, -25.45], [28.50, 5.35, -15.12], [28.56, 4.12, -12.91], [21.11, 0.38, -21.50], [19.53, 6.33, -20.03], [19.80, 4.53, -18.92], [21.08, -4.63, -27.26], [19.17, -0.55, -21.24], [23.22, 0.87, -28.83], [20.46, -1.88, -27.43], [26.74, -1.45, -18.31], [18.50, 1.74, -22.26], [29.48, -3.96, -20.73], [32.16, -2.96, -21.35], [22.99, -4.26, -27.97], [18.35, 1.99, -20.11], [27.17, -4.08, -19.12], [21.92, 0.77, -27.06], [29.61, 6.49, -13.07], [25.50, -2.70, -17.12], [30.01, 3.48, -15.01], [24.19, 2.15, -26.48], [29.51, -2.03, -21.46], [31.94, -3.22, -19.27], [27.64, -4.74, -17.18], [31.13, 4.34, -12.91], [20.60, -3.00, -29.17], [29.24, -2.28, -19.25], [23.10, -1.02, -27.59], [20.02, 2.90, -21.20], [29.07, -3.27, -18.17], [29.91, -2.72, -20.45], [21.37, -2.55, -28.17], [21.63, 5.30, -20.25], [19.18, 1.82, -21.15], [24.17, 0.85, -26.61], [19.96, 0.52, -20.92], [22.46, -1.62, -28.69], [21.95, -3.69, -27.37], [26.79, -2.42, -17.41], [19.44, 4.26, -21.25], [23.08, 0.40, -27.60], [27.63, -3.66, -17.92], [31.48, -2.57, -20.31], [20.08, 5.13, -20.11], [22.29, -3.40, -26.38], [31.82, -1.55, -20.11], [29.50, -2.92, -17.23], [27.28, -2.01, -16.53], [29.69, -4.14, -18.36], [18.38, 4.12, -21.02], [19.59, 4.79, -22.19], [21.85, 6.06, -19.50], [25.12, 0.53, -27.04], [23.26, -2.17, -29.19], [22.09, -0.90, -29.41], [20.20, 0.40, -19.87]], "nbo_charge": [-0.779, 2.795, 0.779, -0.337, -0.303, -0.631, -0.301, -0.641, -0.625, -0.297, -0.308, -0.323, -0.303, -0.333, -0.305, -0.320, -0.318, -0.306, -0.322, -0.308, -0.333, -0.324, -0.326, -0.320, -0.626, -0.322, -0.645, -0.308, -0.291, -0.329, -0.300, -0.627, -0.317, -0.541, -0.526, -0.528, -0.139, 0.860, 0.601, 0.516, 0.844, 0.522, 0.512, -0.147, 0.512, 0.522, -0.134, 0.842, 0.598, 0.497, 0.615, 0.146, 0.153, 0.205, 0.136, 0.227, 0.215, 0.217, 0.137, 0.123, 0.215, 0.218, 0.138], "total_charge": -1, "e_homo_ev": -5.38, "spin_multiplicity": 1}

{"formula": "C2H6N3S", "method": "wB97M-V/def2-TZVPD", "species": ["S", "N", "N", "N", "C", "C", "H", "H", "H", "H", "H", "H"], "coordinates": [[-1.98, -1.09, 0.54], [1.38, -1.64, -0.48], [-3.97, 0.53, -0.25], [1.47, 0.38, 0.74], [-2.78, 0.28, 0.01], [0.84, -0.63, 0.15], [0.92, -2.12, -1.23], [1.08, 1.22, 1.09], [-4.42, 1.40, -0.48], [2.36, 0.33, 1.20], [-2.04, 1.11, 0.02], [2.31, -1.93, -0.59]], "nbo_charge": [0.330, -0.784, -0.586, -0.791, -0.165, 0.651, 0.446, 0.441, 0.400, 0.430, 0.200, 0.428], "total_charge": 1, "e_homo_ev": [-13.16, -13.02], "spin_multiplicity": 1}

{"formula": "C36H45Cl2F9N6OP", "method": "wB97M-V/def2-TZVPD", "species": ["Cl", "Cl", "P", "F", "F", "F", "F", "F", "F", "F", "F", "F", "O", "N", "N", "N", "N", "N", "N", "C", "C", "C", "C", "C", "C", "C", "C", "C", "C", "C", "C", "C", "C", "C", "C", "C", "C", "C", "C", "C", "C", "C", "C", "C", "C", "C", "C", "C", "C", "C", "C", "C", "C", "C", "C", "H", "H", "H", "H", "H", "H", "H", "H", "H", "H", "H", "H", "H", "H", "H", "H", "H", "H", "H", "H", "H", "H", "H", "H", "H", "H", "H", "H", "H", "H", "H", "H", "H", "H", "H", "H", "H", "H", "H", "H", "H", "H", "H", "H", "H"], "coordinates": [[2.01, 5.50, 1.77], [-1.10, 0.58, -1.82], [1.53, -2.89, 2.89], [-6.77, -0.95, 2.05], [-5.69, -2.83, 0.87], [-2.90, -1.86, 3.69], [-1.81, -3.13, 2.30], [-5.09, -0.52, 3.33], [-3.25, -2.63, 0.34], [-6.41, -2.17, 3.80], [-4.69, -3.61, 2.65], [-3.86, -0.64, 0.99], [1.69, 3.46, 3.33], [-5.32, 1.19, -3.81], [5.58, -1.40, -2.37], [4.49, 4.11, -2.33], [4.17, -1.07, 3.51], [1.24, 0.81, 1.22], [-8.84, 0.00, -2.73], [-6.36, 2.03, -3.53], [4.17, 4.87, -3.43], [5.56, 3.20, -4.04], [-5.84, -1.51, 2.81], [-4.36, 1.31, -2.85], [-10.80, -0.80, -3.38], [2.06, 3.83, 2.26], [1.96, -1.14, 2.42], [1.00, 2.31, -1.97], [2.38, 1.48, 1.54], [-9.65, -0.01, -1.62], [0.24, 1.49, 0.36], [-10.87, -0.50, -2.00], [-0.27, -1.13, 1.25], [3.15, -0.46, 2.73], [-9.54, -0.48, -3.81], [-4.79, 2.24, -1.94], [6.44, -1.39, -1.30], [1.02, -0.47, 1.64], [-6.06, 2.70, -2.37], [0.74, -2.70, 4.53], [7.30, -2.44, -1.45], [5.34, 3.10, -2.70], [-2.42, -1.93, 2.42], [-4.96, -2.50, 1.95], [5.88, -2.30, 2.15], [3.04, -3.80, 3.32], [6.94, -3.12, -2.64], [0.45, 1.16, -1.14], [5.53, -1.04, 2.92], [-1.43, -0.79, 2.21], [2.60, 2.92, 1.16], [-3.62, -1.90, 1.42], [3.32, 0.85, 2.29], [5.88, -2.46, -3.19], [4.82, 4.33, -4.51], [4.16, 4.29, -1.40], [-1.96, 0.09, 1.86], [6.80, -2.11, 1.59], [-0.10, -2.20, 1.19], [2.09, 2.33, -1.90], [-3.45, 0.73, -2.88], [6.36, -0.63, -0.54], [0.29, 2.56, 0.54], [0.65, 3.27, -1.58], [2.66, -4.76, 3.68], [3.65, -4.00, 2.44], [6.08, -3.15, 2.81], [3.52, 5.72, -3.35], [-5.27, 0.58, -4.60], [-9.28, 0.33, -0.67], [3.67, 3.08, 1.08], [5.71, 2.39, -1.98], [7.42, -3.99, -3.06], [6.18, 2.56, -4.63], [-0.55, -0.80, 0.25], [1.47, -2.50, 5.32], [4.85, -0.74, -2.54], [-9.08, -0.55, -4.78], [4.21, -0.60, 4.41], [0.04, -1.87, 4.51], [5.32, -2.64, -4.09], [6.23, -0.90, 3.74], [-7.22, 2.09, -4.18], [3.62, -3.35, 4.11], [-1.04, -0.54, 3.20], [-11.72, -0.63, -1.35], [1.14, 0.32, -1.19], [-11.59, -1.20, -4.00], [5.67, -0.18, 2.25], [0.20, -3.62, 4.72], [-7.89, 0.31, -2.75], [4.77, 4.70, -5.52], [5.12, -2.53, 1.40], [-4.25, 2.56, -1.06], [4.23, 1.38, 2.56], [2.11, 3.22, 0.24], [8.10, -2.70, -0.77], [-0.75, 1.17, 0.65], [0.72, 2.22, -3.02], [-6.69, 3.43, -1.89]], "lowdin_charge": [0.743, 0.723, 0.966, 0.190, 0.168, 0.120, 0.113, 0.166, 0.158, 0.197, 0.171, 0.134, 0.101, 0.013, -0.001, -0.013, -0.004, 0.074, 0.003, -0.159, -0.135, -0.101, -0.536, -0.160, -0.112, -0.810, -0.185, -0.101, -0.160, -0.141, -0.120, -0.111, -0.131, -0.190, -0.148, -0.109, -0.167, -0.151, -0.100, -0.249, -0.111, -0.156, -0.424, -0.341, -0.089, -0.298, -0.098, -0.663, -0.237, -0.030, -0.112, -0.339, 0.065, -0.133, -0.097, 0.121, 0.118, 0.066, 0.075, 0.070, 0.038, 0.092, 0.125, 0.088, 0.050, 0.028, 0.080, 0.109, 0.148, 0.103, 0.136, 0.094, 0.096, 0.096, 0.068, 0.048, 0.132, 0.101, 0.139, 0.025, 0.109, 0.123, 0.115, 0.031, 0.128, 0.090, 0.109, 0.090, 0.094, 0.049, 0.102, 0.097, 0.069, 0.085, 0.141, 0.077, 0.093, 0.092, 0.080, 0.097], "total_charge": 1, "e_homo_ev": -9.34, "spin_multiplicity": 1}

Here are the calculated DFT total energy numbers, same order: -278938.13948, -17465.46707, -107834.55954 (eV).
Here are the calculated max |F| numbers, same order: 3.99, 3.33, 0.78 (eV Å⁻¹).